1 | Molecular formula: C5H15NOS
Method: DFT, ωB97M-V/def2-TZVPD

```
23
Properties=species:S:1:pos:R:3:lowdin_charge:R:1
C -1.67308 0.32714 -0.37286 -0.35
N -0.54778 -0.49039 -0.08223 0.05
C 0.68129 0.19284 -0.23289 -0.59
C 1.96328 -0.36757 0.41697 -0.53
S 3.27517 -0.08161 -0.79093 0.72
C 0.81766 1.70832 0.19781 -0.14
C -2.86124 -0.16110 0.67398 -0.10
H -1.72462 1.43592 -0.27484 0.08
H -2.28287 0.23345 -1.49813 0.19
H -0.33784 0.81235 1.67538 0.27
H 0.89238 0.19343 -1.35776 0.14
H 2.22820 0.11639 1.34726 0.06
H 1.80289 -1.41138 0.45872 0.05
H 4.40178 -0.23177 -0.02122 -0.13
H -0.12989 2.19498 0.39484 0.03
H 1.26170 1.78754 1.24134 0.08
H 1.39731 2.36628 -0.46209 0.08
H -3.59618 0.68106 0.53713 0.07
H -3.11616 -1.20675 0.38993 0.07
H -2.44599 -0.13186 1.67792 0.03
H -0.29931 -1.93885 -1.07678 -0.03
H 0.39568 -3.34963 -1.14749 0.06
O -0.10236 -2.67878 -1.69407 -0.11
```

For the gap between HOMO and LUMO, the calculation gives 6.76 eV. The HOMO energy comes out at -0.329 Eh.

2 | Molecular formula: C5H15NOS
Method: DFT, ωB97M-V/def2-TZVPD

```
23
Properties=species:S:1:pos:R:3:lowdin_charge:R:1
C -0.49304 -2.56871 -0.67276 -0.09
C 0.88517 -2.00316 -0.18754 -0.27
N 0.90104 -0.67760 0.35666 -0.09
C 0.32300 0.44441 -0.36266 -0.26
C -1.17304 0.59539 -0.43400 -0.29
C -1.59878 2.04721 -0.26303 -0.53
S -1.52964 2.56084 1.50091 0.69
H -1.25332 -2.21508 0.01867 0.06
H -0.66521 -2.16164 -1.67816 0.07
H -0.53408 -3.64881 -0.78421 0.06
H 1.53057 -2.03594 -1.03539 0.09
H 1.26680 -2.73110 0.51163 0.10
H 0.85053 -0.57962 1.35884 0.12
H 0.86172 0.43081 -1.32745 0.13
H 0.82431 1.33074 0.04212 0.08
H -1.64760 0.20376 -1.33736 0.11
H -1.60428 -0.09495 0.29919 0.09
H -0.83873 2.66882 -0.73367 0.07
H -2.58891 2.26651 -0.62735 0.06
H -1.83454 1.38738 2.06621 -0.15
O 3.14592 1.69188 1.23317 -0.07
H 2.90010 1.18170 0.45208 0.01
H 2.27203 1.90717 1.60408 0.03
```

For the gap between HOMO and LUMO, the calculation gives 9.52 eV. The HOMO energy comes out at -0.321 Eh.

Which of them is most stable? Easy: 2.

1 | Molecular formula: C5H8N5
Method: DFT, ωB97M-V/def2-TZVPD

```
18
Properties=species:S:1:pos:R:3:lowdin_charge:R:1
C 0.73809 2.26477 -0.34330 -0.08
C 1.01715 -0.41854 -1.39712 0.12
C 0.08639 1.43229 0.49979 0.09
C 0.50238 -1.22576 -0.51064 -0.32
C -1.46614 0.20500 1.70083 -0.04
N 1.19712 1.90826 -1.52955 0.05
N 1.53622 0.68605 -1.85644 0.05
N 0.55034 -0.85643 0.88651 0.12
N -0.21714 0.33390 1.04928 -0.17
N -0.24069 -2.39219 -0.72855 0.16
H 0.92210 3.30140 -0.29263 0.12
H -1.44453 -0.52024 2.62835 0.14
H -1.89395 1.23736 2.06645 0.14
H -2.23006 -0.21800 0.89187 0.14
H 2.14864 0.67789 -2.61296 0.15
H 0.36380 -1.69370 1.39962 0.13
H -0.48685 -2.39311 -1.68784 0.10
H -1.08288 -2.32895 -0.16365 0.10
```

For the gap between HOMO and LUMO (spin up / spin down), the calculation gives 7.45 / 7.46 eV. The charge is +1. The HOMO energy (spin up / spin down) comes out at -0.470 / -0.470 Eh.

2 | Molecular formula: C5H8N5
Method: DFT, ωB97M-V/def2-TZVPD

```
18
Properties=species:S:1:pos:R:3:lowdin_charge:R:1
C 1.37300 -1.09454 -3.14853 -0.27
C -0.74785 0.70588 0.57767 -0.26
C 0.42256 -0.24860 -1.27107 -0.06
C 0.54780 0.87322 1.28740 -0.05
C 0.99494 -0.58897 1.72121 -0.37
N 2.26611 -1.56924 -3.68117 0.22
N 0.82651 -1.66073 1.00164 0.20
N -0.69842 0.17211 -0.64390 0.08
N -1.99983 1.00511 1.01557 0.24
N 0.25149 -0.74646 -2.48846 0.06
H 1.35024 1.07560 0.54644 0.14
H 0.40574 1.48597 2.06308 0.08
H 1.96483 -0.57910 2.23729 0.14
H 0.22220 -0.92661 2.57442 0.20
H -1.60901 0.23973 -1.06847 0.15
H -2.06779 1.66571 1.79218 0.15
H -2.72625 1.04985 0.31928 0.13
H -0.77628 -0.85892 -2.83459 0.21
```

For the gap between HOMO and LUMO (spin up / spin down), the calculation gives 7.96 / 7.97 eV. The charge is +1. The HOMO energy (spin up / spin down) comes out at -0.491 / -0.473 Eh.

Which of them is most stable? Easy: 2.

1 | Molecular formula: C4H3PS
Method: DFT, ωB97M-V/def2-TZVPD

```
9
Properties=species:S:1:pos:R:3:lowdin_charge:R:1
C -1.35566 -1.69951 -0.61087 -0.28
C -0.12556 -1.70738 -0.61318 -0.71
S 1.52653 -1.28668 -0.53074 0.83
C 0.65015 0.18485 0.58060 -0.63
C -0.22098 1.13469 -0.06663 -0.39
P -1.15567 -0.32589 0.63156 0.92
H 1.17863 0.49981 1.47011 0.06
H -0.57989 2.13249 0.31854 0.10
H 0.08246 1.06763 -1.17939 0.11
```

For the gap between HOMO and LUMO, the calculation gives 8.33 eV. The HOMO energy comes out at -0.322 Eh.

2 | Molecular formula: C4H3PS
Method: DFT, ωB97M-V/def2-TZVPD

```
9
Properties=species:S:1:pos:R:3:lowdin_charge:R:1
C 1.19736 0.07818 0.53563 -0.07
C 0.00181 -0.23578 1.10141 -0.41
P -1.40543 -1.34062 0.43610 0.97
C -1.45574 -0.87494 -1.16254 -0.48
C -0.97824 0.17036 -1.62332 -0.90
S -0.32348 1.49382 -2.10641 0.77
H 1.81140 0.60901 1.25068 0.05
H 1.30740 0.01430 -0.56772 0.03
H -0.15508 0.08568 2.13618 0.03
```

For the gap between HOMO and LUMO, the calculation gives 6.76 eV. The HOMO energy comes out at -0.320 Eh.

Which of them is most stable? Easy: 2.

1 | Molecular formula: C3H10S
Method: DFT, ωB97M-V/def2-TZVPD

```
14
Properties=species:S:1:pos:R:3:lowdin_charge:R:1
C 1.64481 -0.68969 0.98628 -0.61
S 0.34849 -1.25937 1.91702 0.68
C -0.29102 0.26482 2.93446 -0.34
H 2.37405 -0.01965 1.49395 0.03
H 1.21833 -0.09223 0.01298 0.07
H 2.25558 -1.71851 0.57511 0.10
H -0.89830 0.07236 3.80666 0.01
H 0.34928 1.15482 3.00428 0.03
H -1.18258 0.56160 2.30272 0.02
C -1.14368 0.28291 -3.40656 -0.08
H -1.81917 0.48523 -4.23572 0.00
H -1.62517 1.09267 -2.78332 0.02
H -0.01252 0.60296 -3.54980 0.06
H -1.21810 -0.73791 -3.05808 0.00
```

For the gap between HOMO and LUMO, the calculation gives 9.19 eV. The HOMO energy comes out at -0.305 Eh.

2 | Molecular formula: C3H10S
Method: DFT, ωB97M-V/def2-TZVPD

```
14
Properties=species:S:1:pos:R:3:lowdin_charge:R:1
C 1.32609 -1.63311 1.27303 -0.18
C 1.12268 -1.79703 2.70912 -0.19
H 0.58221 -0.79869 0.79481 0.11
H 2.26174 -1.21862 1.05782 0.04
H 1.19180 -2.43886 0.65398 0.03
H 0.45239 -1.00005 3.14147 0.09
H 1.95180 -1.63020 3.39477 0.07
H 0.78505 -2.73653 2.98603 0.04
C 0.11867 1.11584 -1.94509 -0.53
S -1.42611 1.14887 -1.09287 0.66
H 0.83009 1.51651 -1.28050 0.00
H 0.15527 1.69109 -2.93364 0.05
H 0.33197 0.13944 -2.35965 0.02
H -1.12934 1.97974 -0.19159 -0.21
```

For the gap between HOMO and LUMO, the calculation gives 9.95 eV. The HOMO energy comes out at -0.330 Eh.

3 | Molecular formula: C3H10S
Method: DFT, ωB97M-V/def2-TZVPD

```
14
Properties=species:S:1:pos:R:3:lowdin_charge:R:1
C 1.48663 1.30156 3.32534 -0.23
C 2.20843 0.21151 2.87258 -0.52
S 1.20341 -0.84465 1.58662 0.49
H 0.82826 1.03994 4.28570 0.14
H 0.80237 1.71050 2.59433 0.07
H 2.23480 2.09526 3.38644 0.09
H 2.83715 0.51672 2.05778 0.03
H 2.79630 -0.56653 3.36164 0.08
H 0.35839 -1.23943 0.56051 -0.16
C -2.99902 -0.87131 -4.82265 -0.04
H -2.51273 -1.63894 -5.52505 0.06
H -2.93345 -0.96819 -3.77265 0.00
H -3.96419 -0.73142 -5.12014 -0.03
H -2.34633 -0.01502 -4.79046 0.01
```

For the gap between HOMO and LUMO, the calculation gives 7.88 eV. The HOMO energy comes out at -0.308 Eh.

Which of them is most stable? Easy: 2.

1 | Molecular formula: C9H14N2
Method: DFT, ωB97M-V/def2-TZVPD

```
25
Properties=species:S:1:pos:R:3:lowdin_charge:R:1
C -4.04646 0.91218 -0.11818 -0.21
C -3.12125 0.31505 -0.92650 -0.07
C -3.16222 -0.55601 1.09929 -0.16
C 0.60181 -0.51064 -0.18648 -0.04
C -1.45894 -1.46968 -0.39509 0.04
C 1.21893 0.70464 -0.16130 -0.42
C 1.12011 -1.71370 0.53442 -0.16
C 2.53186 0.95215 0.49324 -0.09
C 0.58938 1.99586 -0.56682 -0.11
N -4.15326 0.32377 1.07246 0.05
N -2.50722 -0.62977 -0.08783 -0.16
H -4.76129 1.72332 -0.47265 0.12
H -2.44927 0.53639 -1.82101 0.14
H -3.08162 -1.20499 1.98728 0.14
H -1.11811 -2.16600 0.34258 0.04
H -1.58804 -1.85027 -1.42204 0.11
H 0.99947 -1.48989 1.59803 0.08
H 2.22822 -1.92628 0.37457 0.09
H 0.45049 -2.64947 0.30631 0.08
H 2.13432 1.32552 1.59387 0.15
H 3.15790 1.73299 0.07052 0.07
H 3.18194 0.09095 0.66157 0.06
H 0.57748 3.02216 -0.01696 0.10
H -0.54388 1.93052 -0.84695 0.08
H 1.11750 2.26946 -1.55508 0.09
```

For the gap between HOMO and LUMO (spin up / spin down), the calculation gives 8.74 / 8.74 eV. The HOMO energy (spin up / spin down) comes out at -0.310 / -0.310 Eh.

2 | Molecular formula: C9H14N2
Method: DFT, ωB97M-V/def2-TZVPD

```
25
Properties=species:S:1:pos:R:3:lowdin_charge:R:1
C -0.46403 -1.83574 1.71163 -0.05
C 0.04606 -0.72790 0.90264 -0.23
C 0.77179 0.34009 1.23784 0.02
C 1.07774 1.31059 0.12393 -0.42
C 0.32768 2.69129 0.19509 0.00
C 2.49956 1.45565 -0.08478 -0.17
N 3.63743 1.64433 -0.07824 0.16
N 0.52185 0.42221 -1.05265 0.06
C -0.38196 -0.55856 -0.55045 -0.58
C -0.03200 -1.82472 -1.35516 -0.02
C -1.80982 -0.15569 -0.77570 -0.02
H -0.28667 -1.70107 2.85374 0.12
H 0.16288 -2.80831 1.55054 0.11
H -1.42528 -2.22221 1.30873 0.09
H 1.24834 0.60195 2.15024 0.12
H -0.70780 2.52208 0.45362 0.07
H 0.26538 3.27034 -0.72682 0.09
H 0.80511 3.21022 0.98836 0.07
H 0.05429 1.05040 -1.68315 0.10
H -0.93402 -2.32072 -1.72461 0.08
H 0.51404 -2.45038 -0.70352 0.05
H 0.68645 -1.61263 -2.23285 0.12
H -2.10355 -0.23766 -1.86398 0.11
H -2.02558 0.81221 -0.40151 0.06
H -2.44790 -0.87578 -0.24291 0.08
```

For the gap between HOMO and LUMO, the calculation gives 9.76 eV. The HOMO energy comes out at -0.333 Eh.

3 | Molecular formula: C9H14N2
Method: DFT, ωB97M-V/def2-TZVPD

```
25
Properties=species:S:1:pos:R:3:lowdin_charge:R:1
C 0.97896 1.08926 -1.61367 -0.02
C 0.95984 0.43509 -0.11274 -0.30
C 1.51214 1.41606 0.90023 -0.10
C -0.45589 0.03084 0.26067 -0.27
N -1.10883 1.03010 1.12657 0.14
C -2.36547 1.02122 1.20554 -0.16
C -3.18399 0.53568 0.11682 -0.14
N -2.66730 -0.00511 -0.91467 0.09
C -1.48243 -0.52728 -0.88976 -0.21
C -0.94738 -1.33269 0.28535 -0.21
C -0.15202 -2.55376 -0.06338 -0.03
H 0.46245 2.01375 -1.38072 0.09
H 0.61631 0.33818 -2.21539 0.03
H 1.95894 1.32786 -1.95177 0.06
H 1.83580 -0.34951 -0.13221 0.16
H 0.90570 2.20326 1.09202 0.03
H 2.34171 1.96312 0.52582 0.07
H 1.75615 0.86706 1.80586 0.09
H -3.02400 1.68019 1.79743 0.11
H -4.17394 1.01642 0.09689 0.11
H -1.02708 -0.82232 -1.80890 0.13
H -1.49707 -1.61347 1.21166 0.17
H 0.88894 -2.39971 0.03896 0.07
H -0.47008 -2.83119 -0.99691 0.06
H -0.27922 -3.32557 0.60901 0.06
```

For the gap between HOMO and LUMO, the calculation gives 9.36 eV. The HOMO energy comes out at -0.320 Eh.

Which of them is most stable? Easy: 2.

1 | Molecular formula: C2H7NS
Method: DFT, ωB97M-V/def2-TZVPD

```
11
Properties=species:S:1:pos:R:3:lowdin_charge:R:1
C -0.35965 -1.31035 1.34928 -0.46
S -1.12290 -0.96034 -0.55435 0.36
H -0.61181 -0.34110 1.85237 -0.06
H -0.83621 -2.17912 1.89885 -0.04
H 0.65614 -1.34420 1.27897 -0.10
C -0.07314 0.44238 -1.23437 -0.72
N 0.86629 1.16359 -0.47135 -0.10
H 0.44768 -0.17594 -2.00413 0.02
H -0.63665 1.24359 -1.70875 0.03
H 1.12671 2.07777 -0.85286 0.05
H 0.54354 1.38371 0.44635 0.01
```

For the gap between HOMO and LUMO (spin up / spin down), the calculation gives 3.10 / 7.83 eV. Its multiplicity is 2. The charge is -1. The HOMO energy (spin up / spin down) comes out at 0.034 / -0.140 Eh.

2 | Molecular formula: C2H7NS
Method: DFT, ωB97M-V/def2-TZVPD

```
11
Properties=species:S:1:pos:R:3:lowdin_charge:R:1
S -1.42810 1.12218 -0.94440 0.19
H -0.38358 1.94244 -0.95362 -0.29
C 0.14808 -1.08331 1.42284 -0.31
C 2.05779 -0.46400 0.33403 -0.22
N 1.07405 -1.32360 0.38039 -0.17
H 0.06198 -0.04733 1.79892 0.03
H 0.34879 -1.66858 2.34881 0.05
H -0.86200 -1.42533 1.17069 0.03
H 2.12944 0.39529 1.01735 -0.01
H 2.85869 -0.49622 -0.39795 -0.02
H -1.82641 1.50266 -2.14215 -0.29
```

For the gap between HOMO and LUMO (spin up / spin down), the calculation gives 2.84 / 9.06 eV. Its multiplicity is 2. The charge is -1. The HOMO energy (spin up / spin down) comes out at 0.037 / -0.186 Eh.

Which of them is most stable? Easy: 2.

1 | Molecular formula: C2H3BrN2
Method: DFT, ωB97M-V/def2-TZVPD

```
8
Properties=species:S:1:pos:R:3:lowdin_charge:R:1
C -0.71863 0.09641 0.50037 -0.24
C -0.27292 -1.04863 -0.09484 -0.63
N 0.23114 1.00497 0.17570 -0.15
N 1.23206 0.17609 -0.37100 0.03
Br -0.26840 -2.83421 0.31127 0.69
H -1.64192 0.30190 1.01817 0.10
H 0.08680 1.94779 -0.16914 0.13
H 1.35187 0.35568 -1.37053 0.06
```

For the gap between HOMO and LUMO, the calculation gives 8.83 eV. The HOMO energy comes out at -0.303 Eh.

2 | Molecular formula: C2H3BrN2
Method: DFT, ωB97M-V/def2-TZVPD

```
8
Properties=species:S:1:pos:R:3:lowdin_charge:R:1
C 0.43250 -0.28590 -0.04837 -0.66
C -0.81797 0.45789 0.35027 -0.13
N 0.87312 -0.74113 -1.10646 -0.20
N 1.32256 -1.13315 -2.04649 0.22
Br 1.72256 -0.34586 1.50368 0.60
H -1.76575 -0.00968 0.05367 0.08
H -0.89007 1.45360 -0.05494 0.07
H -0.87695 0.60424 1.34864 0.00
```

For the gap between HOMO and LUMO, the calculation gives 8.08 eV. The HOMO energy comes out at -0.313 Eh.

Which of them is most stable? Easy: 2.

1 | Molecular formula: C2H3NO2
Method: DFT, ωB97M-V/def2-TZVPD

```
8
Properties=species:S:1:pos:R:3:lowdin_charge:R:1
C -1.08568 1.55295 -0.61575 -0.06
C 0.67680 -1.19664 0.56764 -0.25
N 0.50423 -0.65694 -0.70673 0.04
O -2.08424 1.47107 -0.02800 0.05
O 1.53632 -0.16837 0.07642 -0.09
H -0.54254 2.22351 -1.32209 0.07
H -0.07691 -0.95908 1.36034 0.11
H 1.07201 -2.26649 0.66818 0.12
```

For the gap between HOMO and LUMO (spin up / spin down), the calculation gives 7.71 / 10.20 eV. The HOMO energy (spin up / spin down) comes out at -0.278 / -0.344 Eh.

2 | Molecular formula: C2H3NO2
Method: DFT, ωB97M-V/def2-TZVPD

```
8
Properties=species:S:1:pos:R:3:lowdin_charge:R:1
C 0.28321 -0.51474 -0.90079 -0.19
C -0.48032 -0.60015 0.41889 -0.08
N 1.38099 1.78344 -0.40096 0.04
O 0.27720 -0.98938 -1.99292 0.10
O 0.75558 2.17199 0.54408 -0.13
H -0.19423 -1.40172 1.15746 0.09
H -0.37291 0.29780 1.04911 0.03
H -1.64952 -0.74723 0.12513 0.14
```

For the gap between HOMO and LUMO (spin up / spin down), the calculation gives 6.55 / 6.58 eV. The HOMO energy (spin up / spin down) comes out at -0.261 / -0.261 Eh.

Which of them is most stable? Easy: 2.